# 1
Molecular formula: C21H37ClN3O4Pb
Method: DFT, the ωB97M-V functional and the def2-TZVPD basis

Computed properties:
Electronic energy: -52805.4261 eV
Total charge: -1
LUMO energy (alpha / beta): 2.7987 / 2.7987 eV
Strongest force on any atom: 0.0876 Eh/bohr
Highest occupied orbital energy (alpha / beta): -2.3 / -2.3 eV
Molecular weight: 638.2 g mol⁻¹

```
67
C21H37ClN3O4Pb, DFT the ωB97M-V functional and the def2-TZVPD basis
O -2.540 -1.929 -1.480
C -1.854 -1.564 -2.450
C -0.634 -2.314 -3.010
C 0.491 -2.731 -2.265
H 0.678 -2.298 -1.270
C 1.334 -3.665 -2.871
H 2.173 -4.041 -2.316
C 1.075 -4.100 -4.169
H 1.722 -4.831 -4.638
C -0.012 -3.621 -4.897
H -0.242 -3.937 -5.899
C -0.872 -2.705 -4.325
H -1.757 -2.272 -4.814
H -2.169 -0.721 -3.196
C -1.730 1.427 -2.032
C -0.511 0.587 -1.893
H -1.931 1.719 -3.070
H -1.433 2.322 -1.465
H -2.642 1.014 -1.584
C 0.562 0.450 -2.697
C 1.111 1.699 -3.310
H 1.176 -0.465 -2.783
H 1.240 1.528 -4.356
H 2.059 1.940 -2.867
H 0.431 2.521 -3.159
Pb 0.814 1.420 0.116
Cl 2.225 3.588 -0.409
C 2.959 2.337 2.456
O 1.859 1.735 2.434
N 3.286 3.255 3.364
C 2.393 3.566 4.473
C 4.491 4.054 3.224
H 3.727 2.161 1.688
H 1.486 2.960 4.390
H 2.139 4.638 4.457
H 2.899 3.358 5.427
H 4.966 3.770 2.287
H 5.172 3.871 4.058
H 4.242 5.120 3.205
H -0.703 -5.179 1.337
H 0.955 -3.970 2.977
C -0.361 -4.375 0.671
C 0.955 -3.075 2.345
N -0.157 -3.142 1.407
H -1.105 -4.205 -0.108
C -1.038 -2.129 1.305
O -0.823 -0.965 1.813
H 0.857 -2.175 2.957
H -1.948 -2.338 0.732
H 0.582 -4.689 0.206
H 1.908 -3.047 1.800
H -4.373 3.289 2.753
H -5.289 0.751 2.712
C -4.168 3.100 1.691
C -4.940 0.736 1.670
N -3.859 1.697 1.482
H -3.325 3.706 1.360
C -2.587 1.321 1.220
O -1.649 2.099 1.095
H -4.575 -0.263 1.417
H -2.475 0.220 1.117
H -5.073 3.351 1.124
H -5.785 1.001 1.021
C 2.474 -0.197 -0.095
H 2.786 -0.288 -1.150
H 2.000 -1.129 0.243
H 3.332 0.052 0.545
```


# 2
Molecular formula: C16H26B2EuN6O2
Method: DFT, the ωB97M-V functional and the def2-TZVPD basis

Computed properties:
Electronic energy: -50733.3570 eV
LUMO energy (alpha / beta): 0.2342 / 0.1807 eV
Multiplicity: 8
Strongest force on any atom: 0.1107 Eh/bohr
Highest occupied orbital energy (alpha / beta): -5.9 / -6.1 eV
Molecular weight: 508.0 g mol⁻¹

```
53
C16H26B2EuN6O2, DFT the ωB97M-V functional and the def2-TZVPD basis
H 0.237 -2.225 2.287
N -0.301 -2.379 0.257
B -1.071 -3.211 -1.994
N -0.946 -3.376 -0.459
C -1.296 -4.392 0.355
Eu 0.613 0.129 -1.150
H -1.801 -5.254 -0.052
C -0.878 -4.064 1.649
H -1.012 -4.645 2.541
C -0.250 -2.814 1.521
H -1.498 -4.201 -2.513
C 1.130 1.068 -3.355
H 1.944 1.777 -3.111
H 0.180 1.561 -3.612
H 1.448 0.316 -4.090
N 0.352 -2.910 -2.509
N -2.004 -1.997 -2.291
N 1.094 -1.771 -2.099
N -1.585 -0.703 -1.961
C 1.076 -3.627 -3.382
C -3.214 -1.941 -2.875
H 0.623 -4.521 -3.787
H -3.687 -2.857 -3.186
C 2.307 -3.005 -3.578
C -3.610 -0.603 -2.965
C 2.282 -1.844 -2.776
C -2.551 0.135 -2.395
H 3.095 -3.342 -4.240
H -4.514 -0.231 -3.393
H 3.017 -1.033 -2.717
H -2.445 1.207 -2.295
H 0.478 -0.375 1.276
C 2.556 3.013 2.840
C 1.170 2.408 3.096
C 0.796 2.646 4.551
O 1.265 0.982 2.920
B 0.696 0.733 1.692
O 0.303 1.867 0.939
C 0.104 2.860 1.994
C -1.334 2.766 2.515
C 0.336 4.240 1.422
H 2.862 2.947 1.785
H 3.287 2.466 3.448
H 2.559 4.065 3.151
H 1.600 2.217 5.163
H 0.718 3.723 4.767
H -0.148 2.147 4.804
H -1.524 3.532 3.279
H -2.055 2.947 1.707
H -1.576 1.790 2.961
H 1.312 4.304 0.930
H -0.450 4.499 0.702
H 0.308 4.976 2.236
```


# 3
Molecular formula: C5H6OS4
Method: DFT, the ωB97M-V functional and the def2-TZVPD basis

Computed properties:
SMILES: SC1=C(S)C(S)(S)OC=C1
Electronic energy: -50668.3977 eV
LUMO energy: 0.3955 eV
Strongest force on any atom: 0.0612 Eh/bohr
Highest occupied orbital energy: -8.1 eV
Molecular weight: 210.4 g mol⁻¹

```
16
C5H6OS4, DFT the ωB97M-V functional and the def2-TZVPD basis
S -2.852 1.098 0.102
C -1.245 0.296 0.129
C -0.266 0.960 -0.459
S -0.364 2.620 -0.918
C 1.183 0.349 -0.211
S 2.298 0.549 -1.647
S 1.806 1.216 1.255
O 1.202 -1.111 -0.131
C 0.081 -1.659 0.316
C -0.999 -0.973 0.703
H -3.361 0.377 1.020
H 0.330 2.673 -2.056
H 3.214 -0.349 -1.154
H 2.421 2.186 0.613
H 0.209 -2.675 0.602
H -1.791 -1.518 1.143
```


- Which of these has the lowest molecular weight?
  C5H6OS4


- Look up the strongest force on any atom of the third one.
  0.0612 Eh/bohr


- Which value of electronic energy does entry 1 give?
  -52805.4261 eV


Repeat the first record exactly.
Molecular formula: C21H37ClN3O4Pb
Method: DFT, the ωB97M-V functional and the def2-TZVPD basis

Computed properties:
Electronic energy: -52805.4261 eV
Total charge: -1
LUMO energy (alpha / beta): 2.7987 / 2.7987 eV
Strongest force on any atom: 0.0876 Eh/bohr
Highest occupied orbital energy (alpha / beta): -2.3 / -2.3 eV
Molecular weight: 638.2 g mol⁻¹

```
67
C21H37ClN3O4Pb, DFT the ωB97M-V functional and the def2-TZVPD basis
O -2.540 -1.929 -1.480
C -1.854 -1.564 -2.450
C -0.634 -2.314 -3.010
C 0.491 -2.731 -2.265
H 0.678 -2.298 -1.270
C 1.334 -3.665 -2.871
H 2.173 -4.041 -2.316
C 1.075 -4.100 -4.169
H 1.722 -4.831 -4.638
C -0.012 -3.621 -4.897
H -0.242 -3.937 -5.899
C -0.872 -2.705 -4.325
H -1.757 -2.272 -4.814
H -2.169 -0.721 -3.196
C -1.730 1.427 -2.032
C -0.511 0.587 -1.893
H -1.931 1.719 -3.070
H -1.433 2.322 -1.465
H -2.642 1.014 -1.584
C 0.562 0.450 -2.697
C 1.111 1.699 -3.310
H 1.176 -0.465 -2.783
H 1.240 1.528 -4.356
H 2.059 1.940 -2.867
H 0.431 2.521 -3.159
Pb 0.814 1.420 0.116
Cl 2.225 3.588 -0.409
C 2.959 2.337 2.456
O 1.859 1.735 2.434
N 3.286 3.255 3.364
C 2.393 3.566 4.473
C 4.491 4.054 3.224
H 3.727 2.161 1.688
H 1.486 2.960 4.390
H 2.139 4.638 4.457
H 2.899 3.358 5.427
H 4.966 3.770 2.287
H 5.172 3.871 4.058
H 4.242 5.120 3.205
H -0.703 -5.179 1.337
H 0.955 -3.970 2.977
C -0.361 -4.375 0.671
C 0.955 -3.075 2.345
N -0.157 -3.142 1.407
H -1.105 -4.205 -0.108
C -1.038 -2.129 1.305
O -0.823 -0.965 1.813
H 0.857 -2.175 2.957
H -1.948 -2.338 0.732
H 0.582 -4.689 0.206
H 1.908 -3.047 1.800
H -4.373 3.289 2.753
H -5.289 0.751 2.712
C -4.168 3.100 1.691
C -4.940 0.736 1.670
N -3.859 1.697 1.482
H -3.325 3.706 1.360
C -2.587 1.321 1.220
O -1.649 2.099 1.095
H -4.575 -0.263 1.417
H -2.475 0.220 1.117
H -5.073 3.351 1.124
H -5.785 1.001 1.021
C 2.474 -0.197 -0.095
H 2.786 -0.288 -1.150
H 2.000 -1.129 0.243
H 3.332 0.052 0.545
```